No. 1
The following is a quantum chemistry calculation of a molecular structure, C48H35BrCl2N6O4Ti at a distorted geometry, from the Open Molecules 2025 dataset.

```
97
Properties=species:S:1:pos:R:3:forces:R:3:lowdin_charge:R:1
Ti 0.5973 0.0152 -0.2936 0.7 -1.0 0.4 1.132
Br 6.5561 3.0337 3.0177 -0.1 0.0 0.0 0.729
C 5.0554 2.5059 1.9809 0.2 0.1 0.1 -0.688
C 5.1943 2.4314 0.5966 -0.1 0.2 0.3 -0.110
C 4.1329 2.0212 -0.1690 -0.6 -0.2 -0.1 0.014
C 2.9257 1.6019 0.4302 1.6 1.2 1.3 -0.292
O 1.9738 1.1160 -0.2997 0.9 1.0 -0.6 -0.161
C 2.7872 1.7408 1.8393 0.4 0.0 -1.0 -0.114
C 1.5174 1.5034 2.4639 -0.3 -0.1 0.5 -0.037
N 0.5490 0.8446 1.9487 0.6 -0.2 -0.6 0.079
C -0.7148 0.9807 2.5485 -0.7 0.1 0.7 -0.210
C -1.3236 0.0455 3.3509 0.5 0.3 -0.3 -0.017
C -2.6167 0.2650 3.8504 -0.3 0.2 0.1 -0.060
C -3.2990 1.4174 3.5763 0.0 -0.2 0.0 -0.028
C -2.7045 2.4155 2.7794 0.4 -0.1 -0.2 -0.151
C -3.3318 3.6407 2.4683 0.2 0.1 -0.2 -0.009
C -2.6766 4.5458 1.6795 -0.3 -0.1 0.2 -0.050
C -1.3969 4.2183 1.1978 0.1 0.0 0.0 -0.135
N -0.7786 3.1031 1.4748 0.2 0.2 -0.1 0.143
C -1.4015 2.2012 2.2587 -0.4 -0.2 0.2 -0.168
C 3.8671 2.2014 2.6001 0.0 0.0 -0.2 -0.072
H 6.1385 2.6985 0.1457 0.0 0.0 -0.1 0.107
H 4.2031 1.9690 -1.2457 0.0 0.0 -0.1 0.129
H 1.3892 1.9606 3.4526 -0.1 0.0 -0.1 0.157
H -0.8174 -0.8701 3.6098 0.1 0.0 -0.1 0.091
H -3.0653 -0.5016 4.4649 -0.1 0.0 0.1 0.108
H -4.2938 1.5863 3.9601 -0.1 0.0 0.1 0.113
H -4.3239 3.8359 2.8514 -0.1 0.1 0.0 0.117
H -3.1234 5.4908 1.4155 -0.1 0.1 0.0 0.104
H -0.8636 4.9038 0.5519 0.0 0.1 -0.1 0.106
H 3.7638 2.3011 3.6713 0.0 0.0 0.1 0.117
C 1.6690 -1.8316 3.3320 0.0 -0.1 -0.1 -0.041
C 2.9032 -1.4417 2.5820 -0.1 0.0 -0.2 -0.208
C 4.0852 -1.2078 3.2700 0.0 0.0 0.0 -0.044
C 5.2437 -0.8864 2.5925 0.0 -0.1 0.1 -0.076
C 5.2407 -0.8340 1.2100 0.0 -0.1 0.1 -0.044
C 4.0796 -1.0702 0.4913 -0.2 -0.2 0.0 -0.204
C 4.0871 -1.0926 -1.0091 -0.1 0.1 0.0 -0.019
C 2.8909 -1.3369 1.1878 0.7 -0.1 0.5 -0.196
N 1.7067 -1.5266 0.4361 0.1 0.3 0.1 0.012
C 1.2322 -2.7795 0.3658 -0.2 -1.0 -0.2 -0.466
O 1.6181 -3.7809 0.9547 -0.2 0.3 -0.1 0.087
C 0.1385 -2.8464 -0.6741 0.2 -0.6 -0.3 -0.171
C -0.5337 -3.9758 -1.1274 0.2 0.3 0.1 0.025
C -1.4500 -3.8148 -2.1568 0.1 0.1 0.1 -0.013
C -1.5934 -2.5776 -2.7732 0.1 0.5 0.2 0.043
C -0.8460 -1.5107 -2.2852 -0.2 -0.4 -0.6 -0.141
N -0.0470 -1.6696 -1.2413 -0.5 -1.2 -0.5 0.038
C -0.5607 -0.1893 -2.9755 -0.6 -0.2 -0.6 -0.470
O -1.0728 0.1050 -4.0454 0.0 -0.2 0.3 0.092
N 0.4125 0.4480 -2.3090 0.3 0.2 0.4 0.005
C 1.1885 1.3634 -3.0473 0.4 0.6 -0.5 -0.191
C 1.1260 2.7384 -2.7924 -0.1 -0.2 0.0 -0.199
C 0.1848 3.2611 -1.7504 0.0 -0.2 0.0 -0.050
C 1.9078 3.6020 -3.5458 0.1 0.0 0.0 -0.049
C 2.7335 3.1174 -4.5454 0.0 0.0 0.0 -0.088
C 2.8026 1.7575 -4.7887 0.0 0.0 0.0 -0.052
C 2.0460 0.8645 -4.0426 -0.1 0.0 0.3 -0.197
C 2.1436 -0.6109 -4.3093 -0.1 0.0 0.0 -0.028
H 1.6140 -1.3038 4.2852 -0.1 0.0 0.0 0.088
H 1.6931 -2.9045 3.5264 -0.1 0.0 0.0 0.093
H 0.7900 -1.6174 2.7271 0.0 -0.1 0.1 0.034
H 4.0893 -1.2951 4.3476 0.0 0.0 0.1 0.114
H 6.1550 -0.7064 3.1406 0.1 0.1 0.1 0.104
H 6.1585 -0.6200 0.6832 0.1 0.1 -0.1 0.116
H 3.8921 -2.1071 -1.3589 0.0 0.0 -0.1 0.095
H 5.0538 -0.7777 -1.3929 0.1 0.0 -0.1 0.087
H 3.3101 -0.4431 -1.4249 0.2 -0.1 -0.1 0.059
H -0.3329 -4.9364 -0.6825 0.0 -0.1 0.1 0.126
H -2.0295 -4.6570 -2.5037 0.0 -0.1 -0.1 0.115
H -2.2460 -2.4329 -3.6194 0.0 0.1 -0.1 0.126
H 0.1694 2.6043 -0.8708 -0.2 0.5 -0.2 0.037
H -0.8240 3.2988 -2.1643 0.0 0.0 0.1 0.054
H 0.4670 4.2680 -1.4466 0.0 0.0 0.1 0.080
H 1.8584 4.6670 -3.3594 0.0 0.0 0.1 0.107
H 3.3283 3.7982 -5.1343 0.1 0.1 -0.1 0.097
H 3.4465 1.3820 -5.5741 0.1 0.0 0.0 0.108
H 3.1221 -0.8638 -4.7130 0.0 0.0 0.0 0.081
H 1.3892 -0.9122 -5.0373 -0.1 -0.1 0.0 0.089
H 1.9756 -1.1871 -3.3959 0.1 0.0 -0.1 0.067
Cl -3.0925 2.1444 -1.2946 -0.2 0.2 -0.1 0.807
C -3.4030 0.6194 -0.5684 1.1 -0.2 0.3 -0.552
C -4.6962 0.0960 -0.5552 -0.2 -0.5 0.2 -0.107
C -4.9338 -1.1297 0.0131 0.1 0.6 -0.2 -0.605
Cl -6.5404 -1.7644 -0.0033 -0.2 -0.1 0.0 0.712
C -3.8898 -1.8671 0.6095 0.4 0.1 0.0 -0.165
C -4.0505 -3.1417 1.1861 0.2 -0.1 0.1 -0.016
C -2.9654 -3.7725 1.7315 -0.3 0.1 0.0 -0.028
C -1.7235 -3.1200 1.7181 0.0 0.1 0.0 -0.119
N -1.5308 -1.9439 1.1755 0.0 -0.2 0.3 0.130
C -2.5787 -1.3148 0.6097 -0.3 0.1 -0.2 -0.136
C -2.3134 -0.0540 -0.0191 -2.0 -0.3 0.0 -0.329
O -1.1086 0.4237 -0.0626 -1.4 0.8 0.4 -0.196
H -5.4974 0.6645 -0.9982 -0.1 0.0 -0.1 0.109
H -5.0275 -3.6014 1.1793 0.0 -0.1 0.0 0.090
H -3.0517 -4.7569 2.1632 0.0 -0.1 0.1 0.108
H -0.8521 -3.6012 2.1426 0.1 -0.1 0.1 0.117
```
Forces are in eV/Å.

Values from the calculation:
- HOMO energy (eV) = -8.067
- F_max (eV/Å) = 2.4
- E (eV) = -185684.211
- gap between HOMO and LUMO (hartree) = 0.2676

No. 2
The following is a quantum chemistry calculation of a single C5H8O molecule, from the Open Molecules 2025 dataset.

```
14
Properties=species:S:1:pos:R:3:forces:R:3:lowdin_charge:R:1
C -0.8177 0.8916 1.1927 0.0 0.1 0.1 -0.068
C -0.4213 0.2627 -0.1460 0.0 0.0 0.0 -0.376
C 0.9952 0.6925 -0.5622 0.0 0.2 0.3 -0.260
O 1.4065 0.1099 -1.7731 0.0 -0.2 0.0 -0.058
C -0.4711 -1.2061 -0.0976 0.0 -0.5 0.0 -0.121
C -0.4346 -2.4112 -0.0874 0.0 0.5 0.0 0.129
H -0.1386 0.5673 1.9878 -0.1 0.0 -0.1 0.085
H -1.8330 0.6050 1.4779 0.1 0.0 -0.1 0.082
H -0.7731 1.9842 1.1270 0.0 -0.2 0.0 0.081
H -1.1115 0.5993 -0.9300 0.1 -0.1 0.1 0.147
H 1.0116 1.7763 -0.7162 0.0 -0.1 0.0 0.126
H 1.6924 0.4561 0.2579 -0.1 0.0 -0.1 0.128
H 1.3235 -0.8491 -1.6658 0.0 0.1 -0.1 0.076
H -0.4284 -3.4786 -0.0650 0.0 0.2 0.0 0.029
```
Forces are in eV/Å.

Values from the calculation:
- HOMO energy (eV) = -10.077
- SMILES = C#C[C@@H](C)CO
- F_max (eV/Å) = 0.5
- E (eV) = -7360.225
- gap between HOMO and LUMO (hartree) = 0.4079

No. 3
The following is a quantum chemistry calculation of a molecular structure, C13H15BeCl8F3NNaO6 at a distorted geometry, from the Open Molecules 2025 dataset.

```
48
Properties=species:S:1:pos:R:3:forces:R:3:lowdin_charge:R:1
O -0.3948 -0.1188 -1.8238 -1.2 -4.0 0.4 0.112
C -0.1408 1.0144 -1.7895 2.0 1.7 -1.4 -0.589
O -1.1554 1.9151 -1.6610 -0.1 1.1 0.1 0.058
C 1.3154 1.4252 -1.8646 -0.1 0.6 0.2 -0.117
C 1.5947 2.8362 -1.3564 1.1 -0.3 0.0 -0.168
C 1.9697 2.8961 0.1293 -0.1 0.9 -1.3 -0.080
N 0.7375 2.5811 0.9458 1.6 -0.2 -0.6 0.120
F 0.3627 3.6733 1.6743 -0.3 -0.1 0.2 0.025
H -1.2814 2.3393 -2.5315 0.3 0.0 0.0 0.137
H 1.6168 1.3327 -2.9472 -1.0 0.2 0.3 0.115
H 1.8893 0.6623 -1.3257 -0.1 0.1 0.2 0.131
H 2.4799 3.2081 -1.8770 0.0 0.1 0.0 0.129
H 0.7979 3.5455 -1.5879 -0.1 -0.1 0.0 0.127
H 2.2776 3.9232 0.3235 -0.3 -0.1 0.6 0.135
H 2.8003 2.2398 0.3755 -0.3 -0.3 0.3 0.138
H -0.0124 2.3625 0.2695 -0.4 0.0 0.4 0.161
H 0.9846 1.7972 1.5835 -0.7 -0.1 0.3 0.114
C -0.2848 -0.9358 1.3200 0.6 -0.8 -0.1 -0.974
Cl 1.1169 -0.6090 2.2899 0.1 1.0 0.1 0.627
Cl -1.7506 -0.1126 1.9316 -0.5 0.0 0.1 0.522
H -0.1058 -0.6259 0.3032 -0.2 0.1 -0.2 -0.007
H -0.4572 -2.0096 1.3529 0.3 -0.1 0.2 0.021
F 0.4885 1.5098 -4.3867 -0.3 0.3 0.6 -0.653
C -1.8022 -2.2681 5.1967 0.8 0.2 0.4 -1.486
Cl -0.2525 -2.9898 5.5469 -0.2 0.0 -0.2 0.566
Cl -2.8003 -3.3973 4.2188 0.0 -0.5 1.0 0.578
Cl -2.6668 -1.8242 6.6683 -0.6 -0.3 -0.5 0.416
H -1.6386 -1.3718 4.6089 -0.1 -0.1 -0.1 -0.010
Be -0.6143 -0.6942 8.1148 0.5 0.3 0.4 0.195
C -0.3660 5.8567 4.0661 0.0 0.1 0.1 -1.570
Cl -0.6803 4.2246 4.6677 0.0 0.0 0.0 0.519
Cl -1.2157 7.0544 5.0396 0.0 0.0 -0.1 0.542
Cl 1.3681 6.1863 4.0402 0.0 0.0 -0.1 0.528
H -0.7374 5.9208 3.0512 0.0 0.0 0.0 0.004
F 1.7093 -3.0900 2.4346 -0.6 -0.1 -0.1 -0.842
C 0.3181 -5.0742 -4.3489 0.6 0.1 -0.4 0.208
C -0.7676 -5.0302 -3.4346 -0.7 0.7 0.6 -0.370
C -1.3030 -3.6402 -3.1726 0.2 0.5 -0.3 -0.328
O -2.2733 -3.4168 -2.4762 -0.1 -0.3 0.2 0.116
C -0.6060 -2.5112 -3.7873 -0.8 0.1 0.7 0.250
C 0.4971 -2.5550 -4.6974 0.9 -1.0 -0.6 -0.331
C 0.9612 -3.9613 -5.0419 -0.2 -0.6 0.1 -0.336
O 1.8326 -4.1961 -5.8481 0.1 0.3 0.0 0.146
O 1.0544 -1.6119 -5.1890 -0.1 0.6 0.1 0.203
O -1.2792 -5.9787 -2.8794 0.1 -0.5 -0.1 0.128
H 0.7490 -6.0394 -4.5959 -0.1 -0.1 0.1 0.143
H -1.0123 -1.5492 -3.4897 0.2 0.2 -0.2 0.127
Na -3.3232 -2.8933 1.9595 0.1 0.4 -1.3 0.519
```
Forces are in eV/Å.

Values from the calculation:
- HOMO energy (eV) = -7.304
- F_max (eV/Å) = 4.2
- E (eV) = -140634.508
- gap between HOMO and LUMO (hartree) = 0.1214

No. 4
The following is a quantum chemistry calculation of a molecular structure, C12H13Cl2F6O3S2SbV, from the Open Molecules 2025 dataset.

```
40
Properties=species:S:1:pos:R:3:forces:R:3:mulliken_spin:R:1
V -0.1224 -1.3890 0.9014 -0.4 0.2 0.8 1.868
Cl 6.3921 0.4008 -2.8034 0.0 0.0 0.0 0.002
C 4.8829 0.0039 -2.0413 0.0 0.0 0.0 0.018
C 4.8816 -0.6745 -0.8304 0.0 0.0 0.0 -0.009
C 3.6850 -0.9944 -0.2288 0.0 0.0 0.0 0.015
Cl 3.7079 -1.7775 1.3101 -0.1 0.0 0.0 0.001
C 2.4381 -0.6656 -0.8012 -0.2 -0.1 0.1 -0.019
O 1.3209 -1.0102 -0.2156 0.4 0.1 -0.2 -0.002
C 2.4743 0.0540 -2.0126 -0.1 0.1 -0.1 0.015
C 1.2837 0.5643 -2.6979 0.1 0.0 0.0 0.011
O 0.1275 0.4471 -2.3588 0.2 -0.1 -0.4 0.007
C 3.6935 0.3742 -2.6172 0.0 0.0 0.0 -0.009
H 5.8100 -0.9434 -0.3467 0.0 0.0 0.0 0.000
H 1.5304 1.1313 -3.6185 0.0 0.0 0.0 0.000
H 3.6927 0.9301 -3.5464 0.0 0.0 0.0 -0.001
F -0.2087 1.2758 0.1698 -0.1 0.1 0.3 0.194
Sb 1.3797 1.0764 2.4576 0.2 0.1 -0.1 0.007
F 0.6855 2.7976 2.8706 0.1 0.0 0.0 0.000
F -1.5558 -1.0045 2.0012 0.2 0.1 -0.2 0.013
F 2.6714 1.1567 3.8442 0.0 0.0 0.0 0.002
F 0.7640 -2.1880 2.2523 0.0 0.2 -0.2 0.022
F 2.5758 1.7221 1.1350 0.0 0.0 0.1 0.001
C -2.6851 0.0700 -3.2769 0.0 0.0 0.0 -0.016
C -3.0632 0.8916 -2.0677 0.1 0.0 0.1 0.156
S -1.7978 0.8439 -0.7031 -0.1 0.1 0.0 0.451
O -1.6128 -0.6139 -0.5360 0.1 0.0 0.1 0.095
C -2.8534 1.5642 0.5771 0.0 -0.1 0.0 0.028
C -2.1992 2.1287 1.8231 0.0 0.0 -0.1 0.000
H -3.5585 -0.0066 -3.9264 0.0 0.0 0.0 0.009
H -2.3817 -0.9331 -2.9838 0.0 0.0 0.0 0.002
H -1.8675 0.5216 -3.8305 0.0 0.0 0.0 0.005
H -3.9568 0.5080 -1.5682 0.0 0.0 0.0 0.032
H -3.1977 1.9504 -2.2897 0.0 0.0 0.0 -0.006
H -3.5266 0.7363 0.8138 0.0 0.0 0.0 0.008
H -3.4176 2.3289 0.0394 0.0 0.0 0.0 0.010
H -1.7275 1.3364 2.3950 0.0 0.0 0.0 -0.002
H -2.9870 2.5711 2.4349 0.0 0.0 0.0 0.001
H -1.4671 2.8978 1.5903 0.0 0.0 0.0 -0.001
S -1.0386 -4.4425 -0.4823 0.0 0.0 0.0 0.162
C -0.6378 -3.1133 0.1038 -0.2 -0.6 -0.3 -0.069
```
Forces are in eV/Å.

Values from the calculation:
- HOMO energy (spin up / spin down) (eV) = -8.076 / -8.437
- F_max (eV/Å) = 0.9
- E (eV) = -114044.618
- ⟨S²⟩ = 3.768
- 2S+1 = 4
- gap between HOMO and LUMO (spin up / spin down) (hartree) = 0.2628 / 0.2246

No. 5
The following is a quantum chemistry calculation of 2 unconnected molecules or ions with the total composition C5H14S at a distorted geometry, from the Open Molecules 2025 dataset.

```
20
Properties=species:S:1:pos:R:3:forces:R:3:mulliken_spin:R:1
C 2.9121 -0.9733 -1.8354 -1.4 -2.0 2.3 0.284
S 1.6975 -0.5014 -0.4851 -1.0 0.0 -1.8 0.456
C 2.4884 -1.1803 0.9080 1.7 -1.9 -0.5 1.836
H 3.4599 -0.0558 -1.8561 0.7 0.1 -1.3 -0.083
H 3.4809 -1.8270 -1.3462 -0.4 1.2 -1.0 -0.082
H 2.2483 -1.4090 -2.6289 1.2 1.0 0.2 -0.067
H 1.7227 -1.2926 1.6244 -0.5 0.8 1.7 -0.911
H 3.4178 -0.6176 1.0353 -0.3 -0.1 1.1 -0.170
H 2.7750 -2.2787 0.8249 -0.1 0.9 -0.5 -0.382
C -2.7106 0.0613 1.2139 1.6 -3.5 -0.3 0.420
C -2.8983 0.9353 0.0090 1.2 0.7 1.0 -0.019
C -3.2587 2.3354 0.5325 0.6 0.4 -1.6 0.058
H -2.6081 -0.9753 0.7787 -0.3 0.5 0.7 -0.090
H -1.8116 0.0432 1.9056 -0.6 1.1 -1.2 -0.047
H -3.5446 0.0294 1.8639 -1.2 0.1 0.6 -0.107
H -1.9784 0.8137 -0.6251 -0.7 0.8 0.5 -0.045
H -3.7046 0.5781 -0.5819 -0.8 -0.6 -0.5 -0.009
H -3.1901 3.0147 -0.3693 -1.0 -0.2 1.0 0.009
H -2.3415 2.6345 1.0727 -1.0 0.2 0.7 -0.016
H -4.2838 2.2944 1.0952 2.2 0.5 -1.0 -0.036
```
Forces are in eV/Å.

Values from the calculation:
- HOMO energy (spin up / spin down) (eV) = 1.376 / -4.605
- F_max (eV/Å) = 3.8
- E (eV) = -16244.139
- ⟨S²⟩ = 0.750
- 2S+1 = 2
- charge = -1
- gap between HOMO and LUMO (spin up / spin down) (hartree) = 0.0774 / 0.2963